DFT (wB97M-V/def2-TZVPD) results for a molecular structure, C41H29CoF12N5O5S in a non-equilibrium geometry.

Structure (XYZ):
```
94
Properties=species:S:1:pos:R:3:forces:R:3:lowdin_charge:R:1
Co -15.7455 -3.5752 -12.3268 0.3811 -0.0446 0.1629 0.739
C -21.1882 -1.8959 -8.2898 0.2289 0.0421 1.1032 -0.083
C -20.1058 -1.9757 -9.2965 0.5040 -1.3212 -0.0775 -0.303
C -19.4707 -0.8209 -9.7169 1.6030 -2.3317 -1.3545 -0.058
C -18.4373 -0.8427 -10.6437 -1.0626 -0.1400 -0.0355 0.005
C -18.1295 -2.0299 -11.3495 -0.3102 1.7736 1.6041 -0.307
N -17.1460 -2.0145 -12.2417 2.0117 1.0319 -2.7727 0.027
C -17.0034 -0.9806 -13.2061 -1.4747 -0.1857 0.5743 -0.152
C -18.2548 -0.4623 -13.7671 1.3185 -0.8166 1.5521 -0.029
C -18.2945 0.3770 -14.8552 -1.1971 -1.0827 0.4645 -0.072
C -17.0978 0.6646 -15.5041 -1.5940 0.1008 -0.7666 -0.322
C -17.1848 1.1428 -16.9115 0.5892 -1.1109 -1.9893 -0.094
C -15.9309 0.2330 -14.9403 1.8639 2.2842 -1.7702 -0.038
C -15.7964 -0.4744 -13.7948 -0.9057 -2.4796 0.8975 -0.067
C -14.3910 -1.0069 -13.4187 -1.9719 0.6135 2.5488 -0.404
O -14.3454 -2.2158 -12.8681 0.0874 -0.9275 0.2096 -0.148
C -13.4774 -1.0041 -14.5946 1.8700 -0.6334 -0.7940 -0.520
F -13.9825 -1.8091 -15.5734 0.3558 1.1851 0.2827 0.153
F -12.2227 -1.4673 -14.3740 -0.5069 -0.5166 0.4726 0.140
F -13.2033 0.2469 -15.0232 0.0348 0.3487 -1.0087 0.105
C -13.9369 -0.0059 -12.2940 0.0445 0.2744 -0.3229 -0.529
F -13.7873 1.2823 -12.6591 0.0999 0.4428 -0.4426 0.127
F -12.7491 -0.4032 -11.8435 0.5370 0.0179 0.7908 0.147
F -14.8052 0.0710 -11.2483 0.3896 -0.6967 -0.4603 0.133
C -18.8233 -3.1739 -10.9307 -0.0261 -1.1972 -0.9777 -0.104
C -19.7245 -3.2108 -9.8778 0.0052 1.8914 -0.5306 0.009
C -18.6140 -4.3639 -11.8598 -1.1365 -2.0617 1.0071 -0.358
O -17.3642 -4.6631 -12.1621 -0.0919 -0.1658 -0.9066 -0.171
C -19.6530 -4.2402 -13.1079 0.4178 0.1426 -0.9081 -0.420
F -19.2844 -4.9936 -14.1802 0.1622 0.4789 0.6453 0.112
F -20.9357 -4.6679 -12.8542 0.7936 0.7367 0.2841 0.100
F -19.7373 -2.9445 -13.5760 -0.2540 -1.3839 0.4419 0.095
C -19.0344 -5.7772 -11.1472 0.3358 2.1295 0.7644 -0.491
F -18.8256 -6.7664 -11.9924 0.1141 -0.6608 0.2802 0.167
F -18.1796 -5.8465 -10.0577 -1.0023 -0.8902 -0.8446 0.080
F -20.2954 -5.9622 -10.6263 0.5145 -0.2051 -0.2586 0.074
H -22.0213 -2.4970 -8.6106 -0.6482 -0.0538 0.0976 0.068
H -20.9130 -2.1923 -7.2651 0.1698 -0.5098 -0.2265 0.066
H -21.4526 -0.8650 -8.1091 -0.5578 0.4293 -0.3865 0.062
H -19.6915 0.0504 -9.2510 -0.8303 2.7517 1.3245 0.064
H -17.9501 0.0728 -10.9479 0.1428 0.0673 0.0995 0.112
H -19.1179 -0.9095 -13.2513 0.1663 0.7967 -0.6567 0.099
H -19.3210 0.5846 -15.2521 1.1432 0.1921 0.0498 0.116
H -18.0121 1.8393 -17.1306 0.8826 0.4911 0.2826 0.066
H -16.1563 1.3241 -17.3060 -0.7791 1.0494 0.2951 0.076
H -17.4446 0.3278 -17.6641 -0.0171 0.1560 1.1620 0.079
H -14.9740 0.6057 -15.4136 -1.7873 -0.5947 0.2462 0.134
H -20.1860 -4.1549 -9.6586 -0.3412 0.0888 0.3766 0.105
O -12.3555 -7.1061 -11.5881 -0.4379 0.7620 0.2613 -0.377
S -13.1812 -5.9295 -11.2484 1.1680 0.3645 -1.2532 0.663
O -12.4311 -4.7996 -10.6397 -1.2028 -1.4806 -0.7284 -0.366
N -14.1167 -5.4617 -12.5075 0.2266 0.2315 0.7561 -0.119
C -13.6982 -5.4621 -13.8588 -0.8085 0.0067 1.6732 -0.236
C -12.5480 -6.0149 -14.3690 0.8607 -0.2684 0.2321 -0.040
C -12.2143 -6.0555 -15.7318 -1.4269 0.3914 -0.1428 -0.070
C -13.1074 -5.5016 -16.6443 2.4062 -1.8471 -0.2028 -0.101
C -14.2359 -4.8869 -16.1952 -1.9815 1.4990 0.6511 -0.185
C -15.0889 -4.1952 -17.1068 -1.6084 -1.0698 -0.7216 -0.025
C -16.3392 -3.7441 -16.6759 2.3600 -0.2088 -0.0876 -0.035
C -16.4997 -3.6869 -15.2666 0.6839 0.0252 -2.2520 -0.108
N -15.6420 -4.1797 -14.4229 -2.2174 1.1811 1.7004 0.089
C -14.5912 -4.8550 -14.7954 1.9949 -0.7029 -2.1445 -0.167
C -14.2515 -6.5860 -9.9096 0.1009 0.3779 -2.7031 -0.285
C -15.2749 -7.4729 -10.1545 -1.0204 -0.7241 1.6406 -0.040
C -16.0630 -7.9698 -9.0624 2.5596 3.6065 0.1602 -0.049
C -15.8341 -7.3463 -7.7940 0.2222 -1.3977 -0.1764 -0.075
C -14.6876 -6.5509 -7.6001 -1.2344 -0.5370 0.0197 -0.092
C -13.8993 -6.1957 -8.6750 1.1358 0.9997 2.0312 -0.105
H -11.9152 -6.4538 -13.6247 0.4842 -0.2480 -0.0287 0.077
H -11.3328 -6.5846 -16.0635 0.1025 0.0075 0.0168 0.089
H -13.0069 -5.7311 -17.6991 0.2362 0.4542 -0.1332 0.095
H -14.8308 -4.2308 -18.2003 -0.1475 0.2326 1.1638 0.116
H -17.0471 -3.2458 -17.3371 0.1426 -0.1821 0.1981 0.097
H -17.2645 -2.9994 -15.0606 -1.1886 0.4080 1.7582 0.093
H -15.4881 -7.7583 -11.1570 -0.1920 -0.2004 -0.6427 0.106
H -16.9006 -8.5370 -9.2810 -1.4341 -1.2187 -0.1358 0.066
H -16.4638 -7.6080 -6.9065 0.5084 0.3274 -0.9545 0.105
H -14.4888 -6.1482 -6.6221 0.0745 0.0346 0.2234 0.092
H -12.9945 -5.5825 -8.5233 -0.7079 -0.2026 -0.2036 0.123
N -17.9842 -4.0382 -6.7587 -0.6897 0.0784 0.6985 0.178
C -16.6438 -3.9386 -6.5657 -0.2404 -0.1084 1.5224 -0.506
O -16.1279 -4.2803 -5.4947 -0.1492 0.1805 -0.8089 0.007
C -15.8652 -3.3408 -7.6680 -0.8434 -0.7041 -0.7588 -0.160
C -14.7278 -2.6873 -7.3947 1.3853 0.1850 1.1008 -0.016
C -13.9275 -2.2234 -8.4027 0.4842 0.0051 -0.9579 -0.028
C -14.2529 -2.4876 -9.7021 -2.5538 -1.5270 0.9851 -0.083
N -15.3470 -3.2519 -9.9974 1.2623 1.4476 -0.9974 0.117
C -16.1209 -3.5919 -8.9980 -2.3081 -1.5494 -1.0112 -0.074
H -18.5428 -4.2893 -5.8980 0.8911 0.5543 -1.7949 0.139
H -18.3581 -3.4548 -7.5154 -0.3244 -0.5617 0.5391 0.091
H -14.4957 -2.7432 -6.3650 0.7633 0.6626 1.0432 0.109
H -12.9586 -1.7892 -8.4330 0.6531 0.6666 1.4240 0.106
H -13.6302 -2.0806 -10.4272 0.6293 -0.0166 -1.7785 0.075
H -17.0313 -4.1850 -9.2856 1.1094 0.5593 0.2900 0.122
```
Positions in Å, forces in eV/Å.

Its expectation value of S² is 3.76. Its electronic energy is -141750.817 eV. For the gap between HOMO and LUMO (alpha / beta), the calculation gives 5.8 / 5.8 eV. The multiplicity is 4. As for the net charge: -2. The highest occupied orbital energy (alpha / beta) is -0.059 / -0.056 Ha.